# 1
The following is a quantum chemistry calculation of a cluster of 2 separate species, C6H14NO in total, from the Open Molecules 2025 dataset.

Atoms and positions in Å:
C: -1.68207 0.75321 -0.47426
C: -0.31293 0.71158 -1.30711
C: 0.63346 -0.39040 -0.98272
C: 1.95025 -0.21340 -0.97716
C: 0.25930 -2.31235 0.41445
C: -0.01321 -1.72884 -0.73631
N: -1.36834 0.95904 0.96469
H: -2.07217 -0.25028 -0.62847
H: -2.32396 1.47331 -0.95554
H: 0.10243 1.67838 -0.95829
H: -0.64375 0.48353 -2.33981
H: 2.24794 0.77327 -1.28326
H: 2.63296 -0.99590 -0.69900
H: 0.89057 -1.97346 1.22279
H: -0.15550 -3.29343 0.67382
H: -0.60923 -2.03510 -1.58801
H: -1.06368 1.94859 1.10161
H: -0.63534 0.29713 1.28356
H: -2.11690 0.70481 1.64609
H: 1.50075 1.44081 2.62320
H: 1.69476 0.73566 1.21534
O: 1.08466 1.23384 1.78440

E_HOMO (spin up / spin down): -3.0510 / -9.8523 eV
⟨S²⟩: 0.751
calculated total energy: -9981.5398 eV
2S+1: 2
lowest unoccupied orbital energy (spin up / spin down): 0.632 / 0.633 eV

=====

# 2
The following is a quantum chemistry calculation of a cluster of 2 separate species, C6H14NO in total, from the Open Molecules 2025 dataset.

Atoms and positions in Å:
C: 1.04068 2.75753 -0.31172
C: 0.66157 1.31233 -0.10470
C: -0.08547 0.65298 -1.26768
C: -0.18152 -0.84297 -1.17169
C: -0.04215 -1.67479 -2.19277
C: -1.35797 -1.12608 0.93735
N: -0.45384 -1.45494 0.11587
H: 0.18676 3.31625 -0.72539
H: 1.18122 3.24582 0.66508
H: 1.94472 2.98459 -0.86450
H: 1.57679 0.76999 0.14477
H: 0.07304 1.22206 0.80742
H: -1.06656 1.13837 -1.33345
H: 0.40632 0.87245 -2.20498
H: -0.09782 -2.74631 -2.08730
H: 0.26644 -1.39722 -3.19789
H: -1.54225 -1.79063 1.76991
H: -1.99490 -0.25230 0.91318
H: 0.11353 -2.26325 0.35781
H: 1.06701 -0.01240 3.32619
H: -0.38389 0.15128 3.62269
O: 0.19625 -0.28105 2.98135

E_HOMO: -14.2110 eV
calculated total energy: -9978.8554 eV
2S+1: 1
net charge: +1
lowest unoccupied orbital energy: -4.715 eV

=====

# 3
The following is a quantum chemistry calculation of the ion C6H14NO with charge +1, from the Open Molecules 2025 dataset.

Atoms and positions in Å:
C: -0.76702 -0.50616 0.44265
C: 2.77465 0.98840 -0.08502
C: 1.61966 -1.53541 -0.18078
C: -4.09067 0.42979 -0.37218
C: 1.37156 0.73586 0.47560
C: 0.60882 -0.35604 -0.31518
N: -2.89786 0.13819 0.42478
O: -1.75712 -0.09579 -0.15815
H: -0.88779 -0.66880 1.49852
H: 3.14908 1.90389 0.28804
H: 3.39800 0.21235 0.02899
H: 2.62854 1.25321 -1.21936
H: 1.37767 -1.98709 0.81752
H: 1.38079 -2.43666 -0.81198
H: 2.57949 -1.25900 -0.47028
H: -3.78540 1.39424 -1.02947
H: -4.18332 -0.50156 -0.87906
H: -5.03777 0.75753 0.13731
H: 1.44411 0.36421 1.42470
H: 0.66625 1.55356 0.56795
H: 0.45728 0.00916 -1.27928
H: -3.02409 0.19864 1.41597

E_HOMO: -14.0829 eV
calculated total energy: -9974.7062 eV
2S+1: 1
net charge: +1
lowest unoccupied orbital energy: -5.045 eV

=====

# 4
The following is a quantum chemistry calculation of a cluster of 2 separate species, C6H14NO in total, from the Open Molecules 2025 dataset.

Atoms and positions in Å:
C: 3.01308 -0.03448 2.67364
C: 2.44885 0.87277 1.55653
C: 0.98621 0.65609 1.10942
C: -0.96747 -0.02748 -2.15900
O: -1.52669 1.10217 -2.69105
C: -0.76585 0.09065 -0.67771
C: 0.61253 0.17482 -0.17691
N: -3.22796 -2.26401 0.29105
H: 2.29954 -0.18753 3.50316
H: 3.39596 -0.95768 2.32778
H: 2.61514 1.92897 1.75248
H: 2.97127 0.67220 0.60283
H: 0.31694 0.51305 1.93151
H: -2.77410 -3.00303 0.89102
H: -1.46097 -0.93664 -2.62184
H: 0.09901 0.04034 -2.51605
H: -1.87880 1.63876 -1.98512
H: -1.50915 0.51336 0.02838
H: 1.48000 0.24685 -0.86358
H: 3.82256 0.56343 3.13167
H: -3.85591 -2.81576 -0.38557
H: -2.67628 -1.57981 -0.26152

E_HOMO: -12.9487 eV
calculated total energy: -9975.8298 eV
2S+1: 1
net charge: +1
lowest unoccupied orbital energy: -7.245 eV

=====

# 5
The following is a quantum chemistry calculation of a cluster of 2 separate species, C6H14NO in total, from the Open Molecules 2025 dataset.

Atoms and positions in Å:
C: 0.66503 -0.76507 -1.65617
C: 1.40835 -1.35019 -0.46651
C: 1.40176 -0.47978 0.76568
C: 0.50215 0.45490 1.01591
C: 0.36200 1.20829 2.27608
C: 0.13856 2.52957 2.29647
N: -0.65773 -1.39426 -1.99544
H: 1.33247 -0.91341 -2.51158
H: 0.55526 0.31353 -1.75371
H: 1.08131 -2.33676 -0.10394
H: 2.41900 -1.61586 -0.78138
H: 2.18443 -0.76463 1.45250
H: -0.30145 0.69090 0.32804
H: 0.52045 0.80248 3.27093
H: 0.08692 3.09971 1.37570
H: -0.34196 2.96711 3.16444
H: -0.49897 -2.40262 -2.06848
H: -1.14798 -0.97583 -2.78383
H: -1.27547 -1.31097 -1.17903
H: -2.61954 0.60720 0.51211
H: -3.36656 0.89188 -0.72288
O: -2.44804 0.74380 -0.43492

E_HOMO: -12.0602 eV
calculated total energy: -9978.4660 eV
2S+1: 1
net charge: +1
lowest unoccupied orbital energy: -3.464 eV

=====

# 6
The following is a quantum chemistry calculation of a cluster of 2 separate species, C6H14NO in total, from the Open Molecules 2025 dataset.

Atoms and positions in Å:
C: -0.76912 3.02626 0.86163
C: -0.67874 2.00161 -0.06169
C: -0.22118 2.36613 -1.52143
C: 1.03077 -2.40778 -1.13865
C: 0.85938 -1.66880 0.16081
C: -0.83807 0.65613 0.21421
N: 0.06435 -2.13894 1.36012
O: -1.00884 0.27182 1.52695
H: -1.08619 2.79756 1.86792
H: -0.74241 4.11471 0.59448
H: -1.07558 1.97851 -2.15870
H: -0.14928 3.44168 -1.64690
H: 0.58169 1.71236 -1.69592
H: 0.07468 -2.82705 -1.43944
H: 1.43507 -1.86833 -1.95998
H: 1.74330 -3.29681 -0.91398
H: 1.65867 -0.99196 0.56882
H: -1.17281 -0.03810 -0.58779
H: -0.79156 -1.45337 1.59353
H: -0.21290 -3.11276 1.18131
H: 0.64053 -2.26174 2.17950
H: -0.65277 0.91379 2.13582

E_HOMO (spin up / spin down): -12.8708 / -11.0921 eV
calculated total energy: -9975.6833 eV
2S+1: 1
net charge: +1
lowest unoccupied orbital energy (spin up / spin down): -3.609 / -4.269 eV

=====

# 7
The following is a quantum chemistry calculation of a cluster of 2 separate species, C6H14NO in total, from the Open Molecules 2025 dataset.

Atoms and positions in Å:
O: -1.83347 0.13705 -0.16966
C: -1.31256 1.22948 -0.53116
C: 0.01123 1.55565 -0.39132
C: 1.05658 0.44554 -0.31961
C: 2.45110 1.01617 -0.81365
C: 1.21293 -0.45762 0.98839
C: 1.75095 -1.83985 0.76242
N: -4.74149 -0.53201 0.03427
H: -2.06768 1.95057 -0.75614
H: 0.32280 2.56444 -0.83471
H: 0.69961 -0.23069 -1.16090
H: 2.29453 1.78540 -1.51041
H: 3.10298 1.41342 0.02873
H: 3.20624 0.23934 -1.29318
H: 1.88008 0.14037 1.67956
H: 0.21052 -0.49412 1.46381
H: 2.80888 -1.93087 0.58435
H: 1.44191 -2.53006 1.64924
H: 1.37455 -2.36748 -0.09778
H: -4.79071 -1.45294 -0.29128
H: -5.31276 -0.41197 0.87789
H: -3.76623 -0.22981 0.10114

E_HOMO: -12.4523 eV
calculated total energy: -9974.6559 eV
2S+1: 1
net charge: +1
lowest unoccupied orbital energy: -8.962 eV

=====

# 8
The following is a quantum chemistry calculation of the ion C6H14NO with charge +1, from the Open Molecules 2025 dataset.

Atoms and positions in Å:
N: 1.07590 -0.21168 2.69055
C: 1.18447 -0.26825 1.15340
C: 0.00297 -0.94019 0.51769
C: -1.17390 -0.00999 0.17589
C: -0.83413 1.18750 -0.72522
C: -0.17272 0.81534 -2.07336
C: -0.46522 -0.58086 -2.58139
O: 0.39166 -1.40904 -2.70393
H: 0.13849 -0.38398 3.05018
H: 1.75201 -0.86580 3.07935
H: 1.36882 0.72219 2.99329
H: 2.13429 -0.74358 0.97489
H: 1.30392 0.77611 0.85203
H: 0.34794 -1.46243 -0.36363
H: -0.37393 -1.76544 1.13987
H: -1.99778 -0.58124 -0.24686
H: -1.47766 0.44298 1.11640
H: -0.24549 1.95842 -0.24321
H: -1.80439 1.59313 -0.99435
H: -0.53105 1.52217 -2.82153
H: 0.90654 0.96359 -2.14757
H: -1.53072 -0.75893 -2.84248

E_HOMO: -12.8019 eV
calculated total energy: -9979.3750 eV
2S+1: 1
net charge: +1
structure (SMILES): [NH3+]CCCCCC=O
lowest unoccupied orbital energy: -3.826 eV

=====

# 9
The following is a quantum chemistry calculation of the ion C6H14NO3 with charge +1, from the Open Molecules 2025 dataset.

Atoms and positions in Å:
C: 1.17564 -1.11808 -1.15767
C: 1.19910 0.31255 -0.34374
C: -0.10287 -1.27374 -1.89396
C: 0.15220 0.37142 0.74640
C: -1.39336 -1.20507 -1.24991
C: -0.56703 1.70975 1.04285
N: 0.67000 -0.05325 2.07331
O: -1.76319 -2.16914 -0.39936
O: -2.25962 -0.25726 -1.45922
O: 0.38146 2.64810 1.63726
H: 1.94152 -1.04477 -1.90649
H: 1.55474 -1.82522 -0.39049
H: 2.22713 0.47557 0.16608
H: 0.96563 0.95986 -1.22334
H: -0.05069 -0.58691 -2.65795
H: -0.03752 -2.32673 -2.24143
H: -1.33873 1.46328 1.76091
H: -0.99094 2.07000 0.09607
H: 0.02969 0.18894 2.89979
H: 1.52324 0.51085 2.31392
H: 1.20214 -0.93309 1.95359
H: -2.63532 -2.10733 -0.02287
H: -1.95152 0.65149 -1.72424
H: 0.06831 3.53878 1.98050

E_HOMO: -10.4173 eV
calculated total energy: -14071.0577 eV
2S+1: 1
net charge: +1
lowest unoccupied orbital energy: -3.858 eV

=====

# 10
The following is a quantum chemistry calculation of an isolated molecule of C6H14NO3P, from the Open Molecules 2025 dataset.

Atoms and positions in Å:
C: 2.51210 0.90409 -0.60849
C: 1.59188 0.15928 -1.27017
C: 1.70351 0.09383 -2.83140
N: 0.57206 -0.61473 -0.84128
P: -0.11816 -0.54035 0.56486
O: 0.75574 -0.70788 1.85178
C: 0.12995 -0.62265 3.12138
O: -1.26354 -1.61579 0.72983
C: -2.54819 -1.66854 0.19293
O: -1.04515 0.75267 0.82016
C: -1.11087 1.78071 -0.12653
H: 2.49871 0.85092 0.48267
H: 3.16944 1.58358 -1.06757
H: 2.69189 -0.42088 -3.16124
H: 1.66365 1.14641 -3.42929
H: 0.82319 -0.43891 -3.32468
H: -0.97335 -0.73903 2.89893
H: 0.32959 0.44760 3.42731
H: 0.61921 -1.39148 3.77299
H: -2.90883 -2.66232 0.39606
H: -2.34113 -1.66215 -0.91706
H: -3.23615 -0.84824 0.42472
H: -1.02647 2.80002 0.38944
H: -2.09834 1.71725 -0.62106
H: -0.39073 1.69658 -0.87429

E_HOMO: -7.6695 eV
calculated total energy: -23369.8132 eV
2S+1: 1
structure (SMILES): C=C(C)N=P(OC)(OC)OC
lowest unoccupied orbital energy: 0.759 eV

=====

# 11
The following is a quantum chemistry calculation of an isolated molecule of C6H14NO5P, from the Open Molecules 2025 dataset.

Atoms and positions in Å:
C: -0.62035 0.55593 2.48667
C: -1.85134 0.19759 1.63820
C: -1.72421 -1.15698 0.96751
N: -0.67746 -1.11682 -0.06955
C: 0.31012 -2.15266 -0.03115
O: 1.65574 -1.62650 -0.03513
C: 1.75639 -0.30562 -0.35779
O: 2.02275 0.54057 0.49284
C: 1.66453 0.03678 -1.81829
P: 1.00808 1.68534 -2.11970
O: 1.02554 2.03819 -3.54191
O: -0.48472 1.62867 -1.57283
O: 1.85165 2.69507 -1.25649
H: -0.94608 0.86842 3.47050
H: 0.02872 -0.30296 2.59732
H: -0.06705 1.37362 2.05620
H: -1.95331 0.95036 0.86589
H: -2.75766 0.24138 2.22885
H: -2.67571 -1.35071 0.48615
H: -1.50938 -1.90152 1.72229
H: -1.11486 -1.11924 -0.97350
H: 0.23044 -2.79417 -0.90546
H: 0.22441 -2.77089 0.84717
H: 2.62009 -0.03311 -2.31928
H: 0.97419 -0.64127 -2.30585
H: -1.04890 2.11950 -2.17442
H: 2.05838 2.34101 -0.37824

E_HOMO: -9.9621 eV
calculated total energy: -27467.8756 eV
2S+1: 1
structure (SMILES): CCCNCOC(=O)CP(=O)(O)O
lowest unoccupied orbital energy: 0.486 eV

=====

# 12
The following is a quantum chemistry calculation of a cluster of 2 separate species, C6H14NOP in total, from the Open Molecules 2025 dataset.

Atoms and positions in Å:
C: -1.46596 -2.29332 0.75900
C: 1.91094 0.16812 -2.10201
C: 2.33094 1.14166 0.10828
C: -2.21114 1.33869 0.78113
C: -0.03138 0.41843 -0.51425
C: 1.46624 0.18463 -0.61060
N: -2.05551 -2.68777 1.85117
O: -1.35780 -2.67901 -0.38131
P: -0.66523 0.24055 1.15091
H: 2.93730 0.10698 -2.01375
H: 1.44697 -0.59865 -2.58350
H: 1.63424 1.00104 -2.68586
H: 2.99552 0.77219 0.84766
H: 1.76648 1.85775 0.77359
H: 2.79790 1.75649 -0.68860
H: -2.78351 1.09352 -0.18174
H: -2.08474 2.40048 0.96022
H: -2.75094 1.22400 1.83490
H: -0.39393 1.46166 -0.77508
H: -0.51768 -0.40709 -1.12083
H: 1.61889 -0.83451 -0.11261
H: -2.54595 -3.61528 2.06865
H: -2.04164 -2.05056 2.63464

E_HOMO (spin up / spin down): -7.5234 / -7.5225 eV
calculated total energy: -19272.3264 eV
2S+1: 1
lowest unoccupied orbital energy (spin up / spin down): 0.168 / 0.168 eV